No. 1
14
Properties=species:S:1:pos:R:3:forces:R:3 method="wB97M-V/def2-TZVPD" homo_lumo_gap_ev="8.439 / 8.167" e_homo_ev="-7.80 / -7.58"
C -0.265 0.620 0.166 0.3858 -0.3957 -1.4633
C -0.057 -0.514 -0.784 -0.2878 0.0139 0.0310
C -0.732 0.979 2.277 -0.4123 0.5044 1.3087
N 1.074 -1.337 -0.342 -0.0289 0.0138 -0.1180
N 0.234 -0.106 -2.151 0.0859 -0.0539 0.0161
O -1.164 0.448 1.134 0.1517 -0.0104 0.1692
H 0.340 1.518 0.148 -0.0071 -0.0355 0.2176
H -1.005 -1.081 -0.810 0.1354 0.0852 0.0197
H 1.183 -2.123 -0.976 -0.0236 0.0292 0.0443
H 0.902 -1.704 0.587 0.0123 0.0172 -0.0341
H -0.479 0.524 -2.500 0.0648 -0.0326 0.0430
H 1.133 0.362 -2.184 -0.0338 0.0245 0.0087
H -1.484 1.417 2.913 -0.0327 -0.1244 0.0202
H 0.320 0.999 2.520 -0.0097 -0.0355 -0.2631

=====

No. 2
53
Properties=species:S:1:pos:R:3:forces:R:3 method="wB97M-V/def2-TZVPD" smiles="NCCNCCC=O.O.O.O.O.O.O.O.O.O.O.O" homo_lumo_gap_ev=9.762 e_homo_ev=-9.41
C -0.837 -0.365 -2.146 -1.8595 -1.3426 0.2980
N 0.124 0.167 -1.187 -0.2997 0.5705 -0.7927
C 0.899 1.196 -1.865 1.1127 1.3846 0.0072
C 1.830 2.027 -0.951 -0.0208 -1.7915 0.5536
C 2.939 1.145 -0.401 -0.0104 0.4048 -0.4584
O 3.202 0.066 -0.889 0.1229 -0.1433 0.0917
C -1.925 -1.161 -1.396 -1.3667 0.9184 0.3728
N -2.782 -0.248 -0.549 0.6555 -0.4142 -0.7625
H -0.468 -1.077 -2.896 0.6614 0.1824 0.0520
H -1.343 0.413 -2.723 0.2676 0.3265 0.2661
H 0.704 -0.601 -0.842 -0.0018 0.3871 -0.0018
H 0.277 2.010 -2.263 -0.5024 -0.7671 -0.1551
H 1.492 0.782 -2.691 -0.0804 0.0527 -0.0611
H 2.294 2.859 -1.484 -0.1190 0.0805 0.0398
H 1.243 2.390 -0.104 0.2143 0.3326 -0.0053
H 3.551 1.513 0.437 -0.1436 0.0782 0.0734
H -1.473 -1.955 -0.803 0.0163 -0.0067 0.0332
H -2.726 -1.572 -2.025 0.9920 -0.4355 -0.5884
H -3.003 -0.746 0.303 0.2029 0.3015 0.3049
H -2.240 0.586 -0.365 -0.0497 -0.1853 0.6178
H -1.146 2.214 -0.219 -0.0602 0.6137 -0.1020
H -2.410 3.028 -0.488 -0.2193 -0.0809 -0.2291
O -1.465 3.134 -0.304 0.2851 -0.5790 0.0033
H 1.818 -0.609 3.857 0.0371 -0.1126 0.1172
H 1.907 0.624 2.967 0.0906 0.4936 -0.1570
O 2.245 -0.279 3.062 -0.0236 -0.4086 0.1263
H 2.421 -1.472 0.458 0.2447 -0.2407 -0.6299
H 1.688 -1.171 1.668 -0.5328 0.2611 -0.0590
O 1.514 -1.550 0.767 0.7097 0.4202 0.8032
H -4.092 1.229 -1.202 0.6995 0.6705 -0.7828
H -4.560 1.902 -0.104 -0.1272 1.1627 0.2183
O -4.190 2.187 -0.959 -0.5209 -1.6627 0.6675
H 2.087 -1.968 -3.519 0.2471 0.2505 0.2560
H 2.820 -1.421 -2.221 -0.2615 -0.0637 -0.3484
O 2.365 -2.187 -2.620 0.1054 0.1421 0.0665
H -0.321 0.379 0.837 0.2279 0.0579 -0.4110
H -1.003 -0.067 2.096 -0.0440 0.0477 0.0878
O -0.561 0.712 1.715 -0.1605 -0.8168 -0.0177
H 0.685 2.400 2.502 0.1008 0.1783 -0.0343
H 1.941 3.230 2.813 0.0039 -0.0747 0.0638
O 1.663 2.373 2.476 -0.2706 0.0059 -0.0255
H -1.663 3.773 2.211 -0.0785 0.2764 -0.3430
H -1.351 2.284 1.937 -0.0109 0.0953 0.1023
O -1.244 3.001 2.580 0.1509 0.0408 0.7258
H -0.864 -2.741 1.793 -0.4145 0.0148 -0.4143
H -2.180 -2.738 2.535 -0.0127 0.3928 -0.2240
O -1.684 -2.187 1.910 0.0728 -0.2000 0.5751
H 0.351 -3.969 0.406 -0.0101 0.2625 0.7012
H 0.961 -3.064 1.478 -0.1430 -0.6502 -0.4307
O 0.349 -3.825 1.385 0.2251 -0.1021 -0.0387
H 0.708 -4.211 -2.010 -0.4030 -0.4610 0.3330
H 1.019 -2.857 -1.639 -0.2187 -0.0072 0.5913
O 0.432 -3.584 -1.327 0.5200 0.1394 -1.0761

=====

No. 3
61
Properties=species:S:1:pos:R:3:forces:R:3 method="wB97M-V/def2-TZVPD" total_charge=-1 spin_multiplicity=8 homo_lumo_gap_ev="6.086 / 6.270" e_homo_ev="-3.90 / -4.08"
O 0.674 -0.334 -3.394 0.1018 0.8184 -1.9350
C 0.685 0.941 -4.154 -0.0511 -0.0626 0.9329
C 0.526 0.256 -5.501 -0.0085 -0.6794 0.4853
H 1.614 1.482 -3.946 -0.0989 -0.0905 -0.1774
H -0.164 1.602 -3.934 0.2645 -0.3109 0.2777
C 0.550 -1.054 -4.644 0.1760 0.2241 -1.0174
H 1.338 0.397 -6.218 -0.1842 -0.1116 0.0467
H -0.465 0.418 -5.943 0.4240 0.0903 -0.1231
C 1.763 -1.933 -4.862 -0.0123 -0.2948 0.1273
H 2.690 -1.354 -4.759 -0.2413 -0.0741 -0.0699
H 1.750 -2.433 -5.841 -0.0497 0.1761 0.2019
H 1.759 -2.701 -4.083 0.1402 -0.0200 -0.0728
C -0.771 -1.786 -4.698 -0.0267 -0.2689 0.1725
H -1.578 -1.077 -4.452 0.1572 -0.2891 -0.1674
H -0.764 -2.578 -3.937 -0.1523 0.0486 -0.1894
H -0.945 -2.228 -5.694 0.0232 0.1552 0.3858
Eu 0.200 -0.572 1.308 -1.1032 0.5651 1.2139
C -2.070 -0.934 3.104 -0.3341 0.5402 -0.2033
C -2.098 0.494 3.085 -0.1810 -0.6305 -0.4658
C -2.737 0.905 1.884 0.1325 -0.5571 -0.0227
H -1.745 1.140 3.881 0.0453 -0.0926 -0.2102
C -3.128 -0.272 1.176 0.2306 0.0244 0.3235
C -2.729 -1.410 1.936 0.2245 0.6195 -0.0978
H -2.952 -2.455 1.716 0.1603 0.3349 -0.0679
H -1.638 -1.547 3.889 -0.1996 0.1709 -0.1854
H -2.956 1.929 1.573 0.1220 -0.2893 0.1347
H -3.659 -0.276 0.225 0.0285 -0.1089 0.2388
C 1.114 -2.391 3.140 0.0497 -0.5301 -0.4896
C 0.227 -3.085 2.266 0.8199 -0.0955 -0.0558
C 0.857 -3.179 0.990 0.2753 0.1366 0.3753
H -0.753 -3.480 2.521 0.2599 0.1597 -0.0475
C 2.136 -2.545 1.085 -0.2488 -0.0865 0.3314
C 2.293 -2.060 2.418 -0.4661 -0.4619 -0.3577
H 3.166 -1.555 2.827 -0.2907 -0.0547 -0.1774
H 0.918 -2.142 4.176 0.0318 -0.0618 -0.2449
H 0.439 -3.659 0.107 0.1333 0.0761 0.1845
H 2.880 -2.479 0.294 -0.1859 0.0092 0.1274
O 0.086 0.989 -1.522 -0.6647 -0.1515 0.3293
C -1.228 0.384 -1.568 -0.0950 0.6451 0.8713
C -2.162 1.454 -2.161 -0.2558 0.0501 -0.0606
H -1.596 0.214 -0.533 0.2566 0.0329 -0.4536
H -1.218 -0.593 -2.074 0.2960 0.6311 -0.0327
C -1.409 2.815 -2.013 -0.0205 -0.2021 0.1739
H -3.095 1.417 -1.592 0.0465 0.2583 -0.0622
H -2.436 1.248 -3.199 0.1868 0.0436 -0.0292
C -0.074 2.405 -1.375 0.1213 -0.6071 0.6628
H -1.920 3.532 -1.347 0.0517 -0.3987 -0.3875
H -1.228 3.318 -2.980 -0.2495 -0.3077 0.3549
H -0.056 2.593 -0.289 -0.0236 0.4567 -0.3130
H 0.793 2.854 -1.861 -0.0075 0.1314 0.1888
Cl -0.278 -0.615 6.017 -0.3232 -0.2058 0.1920
C 0.726 0.617 5.325 1.4603 1.7140 0.2167
C 0.976 0.685 3.976 -0.3094 -0.9005 -1.4527
C 1.858 1.586 3.455 0.2453 0.8030 2.6745
Cl 2.215 1.569 1.714 0.2653 0.4310 -0.1336
C 2.517 2.520 4.313 -0.7799 -0.8479 -0.3585
Cl 3.621 3.673 3.677 0.3517 0.3378 -0.1533
C 2.230 2.513 5.700 -0.4590 -0.9026 -1.3649
Cl 2.964 3.657 6.731 0.2259 0.3363 0.3185
C 1.335 1.551 6.207 -0.1540 -0.3357 -1.4451
Cl 0.951 1.566 7.856 -0.1311 0.0098 1.0830

=====

Number 1: calculated total energy -303.71794 Ha. Number 2: calculated total energy -1223.31984 Ha. Number 3: calculated total energy -4131.14594 Ha.